Molecular formula: H2N2O4S
Method: DFT, ωB97M-V/def2-TZVPD

Cartesian coordinates (Å):
N  -0.417  -0.667  -1.060
N  0.048  1.548  0.886
O  -0.977  1.826  0.335
O  0.787  2.161  1.567
O  -0.265  -1.484  1.356
O  1.758  -1.327  -0.187
S  0.492  -0.859  0.269
H  0.039  -0.794  -1.930
H  -1.465  -0.405  -1.236

Cartesian forces (eV/Å) of the 2 atoms listed first:
-3.127 0.329 -0.821
-0.027 -1.204 -0.800

- Spin multiplicity: 1
- LUMO level (spin up / spin down): -1.7 / -1.8 eV
- Energy above the lowest of the compared OMol25 structures with the same formula, charge and spin: 61.21 kcal per mole
- Total charge: 0
- Total energy: -809.68079 Eh


Molecular formula: C2H2NaO
Method: DFT, ωB97M-V/def2-TZVPD

Cartesian coordinates (Å):
C  -0.215  -0.735  -0.367
C  0.964  -0.103  0.052
O  -0.686  0.541  -0.288
Na  -2.993  0.098  0.144
H  1.753  0.152  -0.662
H  1.176  0.046  1.121

Cartesian forces (eV/Å) of the 2 atoms listed first:
-2.171 1.933 -0.164
3.753 -0.255 0.924

- Spin multiplicity: 2
- LUMO level (spin up / spin down): -0.8 / -0.4 eV
- Energy above the lowest of the compared OMol25 structures with the same formula, charge and spin: 11.70 kcal per mole
- ⟨S²⟩: 0.759
- Total charge: 0
- Total energy: -314.74764 Eh


Molecular formula: C34H69ClN6O8P
Method: DFT, ωB97M-V/def2-TZVPD

Cartesian coordinates (Å):
C  -3.747  1.037  -4.119
C  -4.388  -0.294  -4.363
C  -5.427  -0.724  -3.545
C  -6.016  -1.970  -3.725
C  -5.560  -2.788  -4.746
C  -6.154  -4.178  -4.942
C  -5.235  -5.194  -4.289
C  -5.438  -5.398  -2.933
N  -4.673  -6.257  -2.244
C  -3.670  -6.945  -2.809
C  -3.430  -6.785  -4.150
C  -4.213  -5.924  -4.904
C  -3.944  -5.817  -6.364
O  -4.790  -5.657  -7.161
O  -2.651  -6.040  -6.742
P  -1.563  -4.885  -6.246
O  -0.444  -5.971  -5.843
Cl  -0.904  -4.215  -8.070
C  -4.537  -2.368  -5.587
C  -3.964  -1.124  -5.393
H  -4.408  1.720  -3.595
H  -3.392  1.508  -5.029
H  -2.884  0.877  -3.475
H  -5.753  -0.066  -2.754
H  -6.819  -2.253  -3.058
H  -6.356  -4.402  -5.978
H  -7.091  -4.239  -4.396
H  -6.213  -4.879  -2.398
H  -4.865  -6.395  -1.259
H  -3.102  -7.594  -2.165
H  -2.626  -7.330  -4.619
H  0.323  -5.520  -5.464
H  -4.213  -3.011  -6.388
H  -3.167  -0.778  -6.037
C  1.818  3.759  -2.775
C  0.478  4.252  -3.311
C  -0.661  3.243  -3.116
O  -0.657  2.145  -4.012
C  0.231  1.099  -3.663
N  0.639  4.651  -4.713
H  2.285  3.030  -3.439
H  2.513  4.591  -2.677
H  1.707  3.303  -1.790
H  0.207  5.144  -2.741
H  -1.608  3.759  -3.299
H  -0.689  2.882  -2.079
H  0.318  0.984  -2.580
H  1.218  1.257  -4.104
H  -0.171  0.171  -4.078
H  -0.220  5.084  -5.041
H  0.718  3.804  -5.269
C  0.222  -2.698  1.723
C  -0.843  -1.722  1.239
C  -0.876  -1.528  -0.284
O  0.163  -0.717  -0.791
C  1.402  -1.376  -0.991
N  -0.658  -0.455  1.951
H  1.218  -2.257  1.708
H  0.021  -2.987  2.754
H  0.243  -3.607  1.116
H  -1.817  -2.131  1.527
H  -1.802  -1.003  -0.538
H  -0.901  -2.494  -0.810
H  1.261  -2.414  -1.307
H  2.020  -1.344  -0.092
H  1.935  -0.841  -1.777
H  -1.426  0.171  1.720
H  0.159  0.002  1.553
C  6.617  5.815  1.465
C  5.304  5.147  1.863
C  4.895  3.984  0.948
O  4.361  4.371  -0.305
C  5.326  4.689  -1.293
N  4.259  6.170  1.957
H  6.497  6.470  0.603
H  6.987  6.429  2.284
H  7.382  5.073  1.228
H  5.445  4.723  2.862
H  4.092  3.432  1.445
H  5.725  3.279  0.806
H  6.226  4.076  -1.200
H  5.591  5.748  -1.250
H  4.877  4.500  -2.269
H  3.413  5.750  2.332
H  4.005  6.440  1.010
C  -1.891  2.939  6.714
C  -1.266  1.857  5.838
C  0.266  1.935  5.750
O  0.763  2.954  4.906
C  0.835  4.243  5.489
N  -1.892  1.892  4.513
H  -1.917  3.906  6.212
H  -2.920  2.676  6.956
H  -1.344  3.055  7.652
H  -1.505  0.892  6.294
H  0.623  0.998  5.311
H  0.717  2.013  6.749
H  1.082  4.191  6.553
H  -0.099  4.794  5.354
H  1.624  4.793  4.976
H  -1.544  1.104  3.973
H  -1.525  2.706  4.027
C  4.377  -1.317  6.225
C  3.019  -0.922  5.654
C  1.910  -1.952  5.916
O  1.965  -3.103  5.092
C  2.861  -4.113  5.519
N  3.167  -0.627  4.225
H  4.870  -2.077  5.620
H  5.037  -0.451  6.251
H  4.282  -1.698  7.244
H  2.712  0.002  6.153
H  0.952  -1.477  5.682
H  1.873  -2.242  6.974
H  2.913  -4.173  6.609
H  3.862  -3.958  5.109
H  2.490  -5.064  5.136
H  2.290  -0.254  3.869
H  3.276  -1.515  3.741

Cartesian forces (eV/Å) of the 2 atoms listed first:
0.176 -0.223 0.229
-0.368 0.212 0.014

- Spin multiplicity: 1
- LUMO level: -5.0 eV
- Total charge: +1
- Total energy: -3068.64477 Eh